ORCA calculation (wB97M-V/def2-TZVPD) on the molecule C17H18N4O6S in a non-equilibrium geometry.

Last column: Löwdin charge in e.
Geometry (Å):
1 C 7.397717 3.204255 -4.359352  -0.002
2 C 6.232964 2.249281 -4.190488  -0.514
3 O 6.079734 1.262497 -4.870764  0.069
4 N 5.390396 2.639639 -3.187281  0.111
5 C 4.219946 2.027956 -2.731233  -0.224
6 C 3.729311 0.838136 -3.263364  -0.002
7 C 2.566435 0.289649 -2.763224  -0.010
8 C 1.867144 0.905045 -1.728025  -0.213
9 C 2.354426 2.094887 -1.197787  -0.004
10 C 3.518667 2.643507 -1.696170  -0.017
11 H 3.889237 3.567683 -1.274946  0.111
12 H 1.824639 2.582575 -0.398055  0.102
13 N 0.682265 0.296916 -1.286288  0.138
14 C -0.054444 0.595706 -0.198469  -0.484
15 O 0.142522 1.529350 0.554227  0.047
16 C -1.282055 -0.301855 -0.007540  -0.095
17 N -1.410297 -0.612801 1.399557  -0.147
18 C -2.642037 -0.939441 1.942477  -0.228
19 C -3.750907 -1.212608 1.144035  0.068
20 C -4.972370 -1.503818 1.735316  -0.146
21 C -5.128392 -1.554068 3.112829  0.002
22 C -4.021037 -1.298481 3.901933  -0.043
23 C -2.800735 -0.985976 3.331957  -0.009
24 H -1.952253 -0.798086 3.965222  0.092
25 H -4.110314 -1.334115 4.976279  0.113
26 H -6.092053 -1.789166 3.535198  0.119
27 N -6.104236 -1.770280 0.881209  -0.361
28 O -7.154364 -2.059770 1.411170  0.087
29 O -5.938302 -1.685393 -0.317670  0.080
30 H -3.697153 -1.219437 0.067363  0.115
31 S 0.027307 -1.146472 2.135287  0.666
32 O -0.279437 -2.258300 2.981136  -0.275
33 O 0.952932 -1.352500 1.061647  -0.264
34 C 0.594522 0.229087 3.150425  -0.092
35 H 0.579007 1.115574 2.528260  0.047
36 H 1.605228 -0.011104 3.456229  0.075
37 H -0.052393 0.330754 4.010331  0.060
38 H -1.210980 -1.212035 -0.613797  0.135
39 H -2.154664 0.281504 -0.317835  0.145
40 H 0.471645 -0.570315 -1.760423  0.145
41 H 2.197269 -0.635493 -3.181753  0.114
42 H 4.261888 0.352560 -4.063216  0.101
43 H 5.631918 3.490885 -2.698425  0.140
44 H 8.030631 2.853080 -5.168765  0.083
45 H 7.035745 4.202677 -4.596148  0.082
46 H 7.982510 3.249675 -3.442866  0.083

Atoms 1-2, force components in eV/Å:
0.0 -0.2 -0.2
0.3 0.4 0.1

Output
**Lowest unoccupied orbital energy**: -0.5871 eV
**Electronic energy**: -46999.6851 eV
**Frontier orbital gap**: 7.66 eV
**Max |F|**: 1.41 eV Å⁻¹
**SMILES**: CC(=O)Nc1ccc(NC(=O)CN(c2cccc([N+](=O)[O-])c2)S(C)(=O)=O)cc1

---

ORCA calculation (wB97M-V/def2-TZVPD) on the molecule C17H18N4OS2 in a non-equilibrium geometry.

Last column: Löwdin charge in e.
Geometry (Å):
1 C -3.603319 -2.526795 0.529906  -0.104
2 C -2.229346 -2.397233 1.176580  -0.252
3 C -1.111131 -3.055580 0.367580  -0.182
4 C -0.840880 -2.390968 -0.982967  -0.131
5 N -0.470194 -0.982361 -0.829490  -0.014
6 C 0.821293 -0.749963 -0.474342  -0.537
7 N 1.608682 -1.704627 -0.085180  0.021
8 N 2.851015 -1.334981 0.126430  0.021
9 C 3.098668 -0.091341 -0.092703  -0.515
10 C 4.383129 0.536694 0.078590  -0.212
11 C 5.480146 -0.216804 0.518417  -0.085
12 N 6.679456 0.292827 0.692759  0.068
13 C 6.864257 1.579454 0.442520  -0.144
14 C 5.852510 2.422119 0.003596  -0.055
15 C 4.589553 1.891216 -0.182192  -0.041
16 H 3.770396 2.509289 -0.524138  0.091
17 H 6.048026 3.465453 -0.188368  0.103
18 H 7.869251 1.946255 0.602221  0.105
19 H 5.359736 -1.269486 0.730735  0.116
20 S 1.661345 0.795782 -0.630947  1.132
21 C -1.469459 -0.044154 -1.042651  -0.427
22 O -2.478690 -0.350296 -1.630276  0.096
23 C -1.268559 1.345935 -0.458297  -0.162
24 C -2.602307 1.937412 -0.144413  -0.533
25 C -3.312046 2.860267 -0.843800  -0.125
26 C -4.567499 3.148053 -0.260300  -0.184
27 C -4.793528 2.434115 0.869100  -0.408
28 S -3.480708 1.392014 1.246985  1.044
29 H -5.651869 2.448576 1.510672  0.060
30 H -5.266654 3.855173 -0.669026  0.101
31 H -2.954220 3.323144 -1.746043  0.114
32 H -0.660569 1.293291 0.447155  0.090
33 H -0.759068 1.973622 -1.194021  0.112
34 H -1.730725 -2.412515 -1.612193  0.120
35 H -0.020481 -2.906627 -1.484785  0.124
36 H -0.186585 -3.041992 0.946701  0.096
37 H -1.371612 -4.097192 0.172730  0.116
38 H -2.253601 -2.868057 2.161885  0.108
39 H -2.003527 -1.338873 1.330906  0.080
40 H -3.828074 -3.569521 0.316350  0.075
41 H -3.655864 -1.961095 -0.396300  0.053
42 H -4.366958 -2.140243 1.200612  0.068

Atoms 1-2, force components in eV/Å:
0.1 0.1 0.1
-0.1 -0.3 -0.2

Output
**Lowest unoccupied orbital energy**: -0.2533 eV
**Electronic energy**: -47599.0860 eV
**Frontier orbital gap**: 8.45 eV
**Max |F|**: 1.75 eV Å⁻¹
**SMILES**: CCCCN(C(=O)Cc1cccs1)c1nnc(-c2cccnc2)s1

---

ORCA calculation (wB97M-V/def2-TZVPD) on a structure of composition C17H18NNiO4.

Last column: Löwdin charge in e.
Geometry (Å):
1 Ni 0.160611 0.584811 0.033459  0.806
2 O 3.277354 -1.482370 2.316327  0.177
3 C 2.381622 -0.715642 1.725025  -0.437
4 O 2.260153 -0.597703 0.521210  0.086
5 C 1.516629 0.057800 2.658328  -0.153
6 C 1.679770 0.167773 4.019595  0.047
7 C 0.857229 1.071460 4.698665  0.011
8 C -0.041500 1.850630 3.994333  0.057
9 C -0.134226 1.677442 2.618967  -0.139
10 N 0.597872 0.768141 2.001399  0.106
11 C -0.953082 2.531258 1.675198  -0.561
12 O -1.699788 3.360923 2.130102  0.120
13 O -0.709933 2.271161 0.422394  -0.077
14 H 3.838319 -1.900838 1.638704  0.159
15 H 2.435991 -0.409948 4.531080  0.133
16 H 0.953271 1.183342 5.770332  0.127
17 H -0.659148 2.601463 4.467966  0.138
18 C 0.216978 1.223012 -4.103301  -0.065
19 C 0.560016 -0.113708 -3.454071  -0.374
20 C 0.318795 -1.273094 -4.428953  -0.045
21 C -0.205309 -0.376133 -2.172498  -0.211
22 C -1.340167 0.344960 -1.800264  -0.018
23 C -2.057259 0.020375 -0.638789  -0.029
24 C -1.662447 -1.024645 0.193237  -0.276
25 C -2.423142 -1.352611 1.448093  -0.008
26 C -0.529968 -1.766596 -0.191081  -0.036
27 C 0.179981 -1.448456 -1.338773  -0.042
28 H 0.881238 1.397545 -4.949172  0.091
29 H 0.330015 2.063698 -3.414513  0.089
30 H -0.805833 1.226938 -4.488263  0.090
31 H 1.622861 -0.104949 -3.193817  0.146
32 H -0.742985 -1.348399 -4.676191  0.096
33 H 0.643267 -2.232168 -4.022336  0.079
34 H 0.868910 -1.098038 -5.353606  0.090
35 H -1.684958 1.164749 -2.413259  0.132
36 H -2.922999 0.612133 -0.373464  0.145
37 H -1.996209 -0.837637 2.312727  0.085
38 H -2.392297 -2.422290 1.650715  0.093
39 H -3.463375 -1.043342 1.364676  0.096
40 H -0.210437 -2.601240 0.421280  0.137
41 H 1.054177 -2.029815 -1.601460  0.135

Atoms 1-2, force components in eV/Å:
-0.3 0.2 0.4
0.1 -0.1 -0.1

Output
**Lowest unoccupied orbital energy (alpha / beta)**: -3.9248 / -4.4697 eV
**Charge**: +1
**Electronic energy**: -68639.8632 eV
**Frontier orbital gap (alpha / beta)**: 8.77 / 8.40 eV
**Max |F|**: 0.53 eV Å⁻¹
**Multiplicity**: 3

---

ORCA calculation (wB97M-V/def2-TZVPD) on a structure of composition C17H19AsN2O6ReS4Si2Te.

Last column: Löwdin charge in e.
Geometry (Å):
1 Re -0.009650 0.859580 -2.129179  0.044
2 C -1.162886 4.292218 -1.962520  -0.247
3 Si -1.436062 2.564452 -1.211630  0.361
4 C -3.254569 2.137445 -1.556455  -0.224
5 C -1.392981 2.903930 0.684666  -0.258
6 C -1.920159 4.134972 1.098370  -0.107
7 C -1.900414 4.555969 2.417183  -0.090
8 C -1.341643 3.740580 3.390091  -0.098
9 C -0.835743 2.509202 3.015091  -0.127
10 C -0.856221 2.072045 1.681414  -0.237
11 Si -0.183177 0.341249 1.546044  0.516
12 C 1.616409 0.248186 2.023784  -0.149
13 C -1.175775 -0.797183 2.654196  -0.128
14 H -2.001913 4.976845 -1.808665  0.013
15 H -1.012230 4.192685 -3.040007  -0.007
16 H -0.262333 4.753049 -1.549169  0.025
17 H -3.936380 2.863444 -1.103113  0.018
18 H -3.503365 1.146631 -1.167358  0.016
19 H -3.434358 2.121009 -2.634650  0.018
20 H -2.352067 4.797858 0.357349  0.087
21 H -2.313666 5.521343 2.685319  0.098
22 H -1.304729 4.056013 4.425532  0.097
23 H -0.414088 1.874200 3.790985  0.090
24 H 1.768796 0.814189 2.946300  0.038
25 H 2.268128 0.674426 1.259720  -0.026
26 H 1.930497 -0.781554 2.205683  0.037
27 H -1.387833 -0.297551 3.601165  0.033
28 H -0.638959 -1.723108 2.875842  0.042
29 H -2.132573 -1.055202 2.198635  0.043
30 S 3.029578 0.269033 -3.617843  -0.182
31 As 1.037877 -0.215824 -4.547897  -0.400
32 S -0.281814 -1.305636 -3.101515  0.128
33 S -0.084036 1.649797 -4.281399  0.050
34 S 1.446135 -1.174693 -6.338953  -0.093
35 O -1.885831 -1.973992 -0.293845  0.138
36 C -0.744582 -1.647770 -0.177484  -0.594
37 O -0.375522 -0.332347 -0.026341  -0.295
38 C 0.389999 -2.630416 -0.172671  -0.132
39 C 0.071986 -3.977698 -0.076378  0.094
40 C 1.099431 -4.902677 -0.098226  -0.102
41 C 2.428361 -4.545150 -0.208321  0.095
42 C 2.697608 -3.193448 -0.285978  -0.088
43 C 1.714803 -2.222615 -0.281921  0.050
44 N 4.114741 -2.767842 -0.355902  -0.343
45 O 4.955184 -3.640315 -0.433209  0.082
46 O 4.341490 -1.583479 -0.299135  0.080
47 N 0.766927 -6.337511 0.005104  -0.351
48 O 1.683701 -7.131017 -0.034073  0.082
49 O -0.402426 -6.633205 0.130033  0.087
50 H -0.958867 -4.290736 -0.005977  0.139
51 H 3.217812 -5.279244 -0.223542  0.133
52 H 1.974326 -1.177197 -0.387021  0.059
53 Te 2.343064 1.547059 -1.582129  0.487

Atoms 1-2, force components in eV/Å:
0.0 -0.1 0.4
0.0 0.0 0.0

Output
**Lowest unoccupied orbital energy (alpha / beta)**: 0.8698 / 0.8698 eV
**Charge**: -1
**Electronic energy**: -162562.0143 eV
**Frontier orbital gap (alpha / beta)**: 5.34 / 5.34 eV
**Max |F|**: 0.45 eV Å⁻¹

---

- The lowest electronic energy belongs to which entry?
  C17H19AsN2O6ReS4Si2Te

---

- electronic energy of number 2 (C17H18N4OS2)?
  -47599.0860 eV

---

- max |F| of number 1 (C17H18N4O6S)?
  1.41 eV Å⁻¹